{
  "formula": "C33H40F20N2O5",
  "method": "ωB97M-V/def2-TZVPD",
  "species": ["O", "C", "O", "C", "O", "C", "C", "F", "F", "C", "F", "F", "C", "F", "F", "F", "C", "C", "C", "C", "F", "F", "C", "F", "F", "C", "F", "F", "C", "F", "F", "C", "F", "F", "C", "F", "F", "F", "H", "H", "H", "H", "C", "C", "C", "C", "C", "C", "N", "O", "C", "C", "C", "H", "H", "H", "H", "H", "H", "H", "H", "H", "H", "H", "H", "H", "H", "H", "H", "H", "H", "C", "C", "C", "C", "C", "C", "N", "O", "C", "C", "C", "H", "H", "H", "H", "H", "H", "H", "H", "H", "H", "H", "H", "H", "H", "H", "H", "H", "H"],
  "positions_angstrom": [[1.71120, -7.14609, 3.25476], [2.07941, -6.03098, 3.40729], [3.07348, -5.66999, 4.27861], [3.30240, -4.30603, 4.11319], [3.80125, -3.64468, 4.95491], [2.61485, -3.89486, 2.84383], [2.86267, -2.63880, 2.04666], [2.00555, -1.63483, 2.34280], [2.64147, -2.98284, 0.75396], [4.32570, -2.08716, 2.09925], [4.60528, -1.54343, 0.90998], [5.15531, -3.12936, 2.28843], [4.60327, -0.97885, 3.18370], [3.74064, -1.02775, 4.19496], [4.51565, 0.22450, 2.62110], [5.83153, -1.13657, 3.66396], [1.68555, -4.82458, 2.59179], [0.51279, -4.90621, 1.66403], [-0.53483, -3.78863, 1.92243], [-0.90453, -3.03360, 0.66202], [0.10352, -2.26965, 0.19411], [-1.19825, -3.94039, -0.31152], [-2.17066, -2.13455, 0.75823], [-3.17690, -2.87784, 1.25984], [-2.51224, -1.76181, -0.48404], [-1.99220, -0.82513, 1.58709], [-1.24641, -1.06250, 2.68460], [-1.31771, 0.03228, 0.81959], [-3.33326, -0.12493, 2.01937], [-4.30927, -0.45906, 1.16501], [-3.13038, 1.19645, 1.92917], [-3.84629, -0.34232, 3.48156], [-4.98655, 0.36759, 3.56425], [-2.95609, 0.17357, 4.33632], [-4.21230, -1.77388, 3.95740], [-4.70605, -1.69179, 5.18857], [-3.13443, -2.56672, 3.99432], [-5.12712, -2.31736, 3.16311], [0.82409, -4.93133, 0.61857], [0.03772, -5.86203, 1.89455], [-0.19167, -3.09213, 2.68541], [-1.46287, -4.23012, 2.29208], [-3.93723, -2.11569, -7.01329], [-5.32550, -1.99142, -6.33733], [-5.80831, -0.53377, -6.30056], [-5.10591, 0.33730, -5.26321], [-5.18261, -0.31108, -3.88370], [-4.61968, -1.73392, -3.87053], [-5.29758, -2.54136, -4.94159], [-6.44114, -2.98738, -4.56305], [-3.09544, -1.68738, -4.05180], [-4.88294, -2.39683, -2.52611], [-6.31146, -2.80820, -7.16603], [-3.19213, -2.55162, -6.35655], [-3.99685, -2.77371, -7.87982], [-3.56048, -1.15111, -7.35656], [-6.88188, -0.53016, -6.08791], [-5.68475, -0.11158, -7.30058], [-4.06603, 0.51579, -5.55020], [-5.58604, 1.31715, -5.23208], [-4.63723, 0.28296, -3.14615], [-6.22737, -0.33995, -3.55882], [-2.68473, -2.69500, -4.13392], [-2.65431, -1.21601, -3.17298], [-2.77412, -1.11268, -4.91633], [-5.93786, -2.38056, -2.26172], [-4.33460, -1.86631, -1.75101], [-4.55056, -3.43624, -2.52936], [-6.05964, -3.86878, -7.13759], [-6.25275, -2.46434, -8.20021], [-7.33503, -2.69004, -6.82009], [6.40325, 5.45882, 0.25568], [4.94107, 5.87269, 0.55614], [4.87367, 6.98341, 1.61483], [5.14675, 6.51329, 3.04054], [4.23397, 5.34389, 3.39959], [4.35136, 4.18158, 2.41130], [4.13104, 4.69675, 1.01702], [2.88347, 4.81419, 0.73461], [5.71963, 3.50305, 2.57201], [3.29584, 3.12329, 2.70455], [4.34041, 6.40248, -0.74171], [6.58718, 4.40812, 0.45252], [6.62971, 5.61153, -0.79917], [7.12140, 6.04084, 0.83510], [3.87620, 7.43256, 1.58218], [5.58007, 7.76614, 1.32878], [6.19758, 6.23579, 3.16038], [4.96887, 7.33930, 3.73166], [4.45988, 4.97009, 4.40120], [3.19635, 5.69153, 3.41660], [5.85987, 2.72965, 1.81530], [5.75826, 3.02488, 3.55148], [6.55865, 4.19170, 2.52018], [2.29323, 3.54357, 2.72069], [3.49750, 2.68400, 3.68256], [3.32039, 2.33120, 1.95743], [4.27908, 5.61451, -1.49296], [4.99101, 7.19323, -1.11933], [3.34519, 6.81417, -0.59543]],
  "atomic_forces_ev_per_a": [[-0.25, -0.16, 0.19], [0.24, 0.20, -0.26], [-0.16, 0.19, 0.12], [-0.43, -0.18, -0.08], [0.52, 0.03, -0.14], [-0.28, 0.03, 0.39], [0.04, -0.15, -0.09], [-0.06, -0.03, 0.05], [0.02, 0.07, -0.06], [-0.20, 0.18, 0.19], [0.09, 0.01, -0.14], [0.05, -0.05, 0.05], [-0.05, -0.09, 0.06], [0.05, -0.01, -0.05], [-0.01, -0.07, 0.02], [0.06, 0.03, -0.01], [0.34, 0.03, -0.33], [-0.21, -0.08, 0.40], [0.01, 0.00, 0.02], [-0.19, -0.18, 0.08], [0.11, 0.09, 0.00], [-0.03, -0.03, -0.07], [0.15, 0.11, 0.07], [-0.05, -0.05, 0.18], [0.09, 0.04, -0.08], [-0.13, -0.06, -0.10], [0.03, -0.09, 0.18], [0.12, 0.16, -0.14], [0.19, -0.14, 0.18], [-0.14, -0.06, -0.13], [0.01, 0.16, 0.01], [-0.20, -0.14, -0.17], [-0.06, 0.09, 0.02], [0.12, 0.00, 0.09], [0.10, -0.04, 0.02], [0.00, 0.01, 0.01], [-0.05, 0.07, -0.05], [0.04, 0.01, 0.00], [0.09, 0.05, 0.09], [0.10, -0.01, -0.30], [0.00, 0.05, -0.14], [0.12, -0.01, 0.01], [0.06, -0.08, 0.10], [0.40, -0.16, -0.46], [-0.09, 0.15, 0.12], [0.02, -0.09, -0.01], [-0.16, 0.13, -0.10], [0.65, -0.09, 0.16], [-0.80, 0.68, 0.18], [0.24, -0.28, -0.04], [-0.01, -0.04, -0.10], [-0.27, -0.07, 0.12], [-0.14, -0.03, 0.05], [-0.02, -0.02, 0.01], [-0.06, 0.06, -0.04], [0.00, 0.02, 0.04], [0.01, -0.08, 0.05], [-0.02, -0.02, -0.02], [0.01, -0.03, 0.01], [0.02, 0.01, -0.02], [0.01, -0.01, 0.01], [0.00, -0.08, -0.02], [0.00, 0.00, 0.01], [-0.04, -0.01, 0.03], [-0.01, 0.01, -0.01], [-0.01, -0.04, -0.10], [-0.01, 0.04, -0.10], [0.01, 0.01, -0.03], [0.02, 0.01, 0.00], [0.03, 0.00, 0.00], [0.02, -0.02, 0.05], [-0.02, -0.14, 0.02], [0.52, -0.04, -0.34], [-0.10, 0.06, 0.18], [-0.01, -0.06, -0.07], [-0.05, 0.22, 0.01], [0.42, -0.50, 0.14], [-0.59, 0.73, 0.51], [0.15, -0.27, -0.20], [0.04, 0.04, -0.10], [-0.24, 0.08, 0.02], [-0.15, 0.03, -0.02], [-0.02, -0.01, -0.02], [-0.02, 0.09, 0.01], [-0.01, -0.02, 0.04], [-0.03, -0.08, -0.03], [-0.01, 0.01, -0.03], [0.00, -0.03, -0.02], [0.03, 0.01, 0.00], [0.00, -0.02, 0.00], [-0.01, -0.04, -0.07], [-0.01, -0.01, 0.01], [-0.05, 0.00, 0.00], [0.00, 0.02, 0.00], [0.02, 0.03, -0.06], [0.05, 0.00, -0.01], [0.00, 0.02, -0.02], [0.02, -0.01, 0.01], [0.02, -0.01, 0.01], [-0.01, -0.05, 0.01]],
  "e_homo_ha": [-0.2969, -0.3389],
  "fmax_ev_per_a": 1.068,
  "e_lumo_ev": [-1.56, -1.56],
  "charge": 0,
  "spin_multiplicity": 3,
  "gap_ev": [6.517, 7.660]
}

=====

{
  "formula": "C33H40GeMoN7O9PS",
  "method": "ωB97M-V/def2-TZVPD",
  "species": ["Mo", "C", "N", "C", "C", "N", "N", "C", "N", "N", "H", "H", "H", "H", "H", "H", "H", "H", "H", "H", "H", "C", "Ge", "C", "C", "C", "C", "C", "C", "C", "C", "C", "C", "C", "C", "C", "C", "C", "C", "C", "C", "H", "H", "H", "H", "H", "H", "H", "H", "H", "H", "H", "H", "H", "H", "H", "H", "O", "S", "O", "N", "C", "O", "C", "C", "C", "C", "C", "C", "H", "H", "H", "H", "O", "N", "O", "O", "C", "O", "P", "O", "C", "O", "C", "H", "H", "H", "H", "H", "H", "H", "H", "H"],
  "positions_angstrom": [[8.05476, -16.08842, 2.89111], [12.21821, -13.53015, 3.32828], [10.95086, -12.89134, 3.64612], [10.93908, -11.71829, 4.49541], [9.79169, -13.60956, 3.47330], [9.72071, -14.78283, 2.89467], [8.62758, -12.93130, 3.80057], [7.32455, -13.28326, 3.60121], [6.43765, -12.25537, 3.53416], [6.91968, -14.54259, 3.65724], [12.95177, -12.73668, 3.15703], [12.15169, -14.17801, 2.45088], [12.54022, -14.12332, 4.20054], [10.35429, -11.89635, 5.40390], [10.46835, -10.87292, 3.97981], [11.97639, -11.46112, 4.71771], [10.46477, -15.08381, 2.24419], [8.77489, -11.95018, 4.07796], [6.78534, -11.30251, 3.70544], [5.43294, -12.44899, 3.58129], [5.90924, -14.68385, 3.49831], [8.97477, -17.57243, 3.84297], [10.04595, -19.16762, 3.37437], [9.03451, -20.53749, 2.33605], [9.08553, -20.78979, 0.94312], [8.31548, -21.83197, 0.44720], [7.56504, -22.68503, 1.26550], [7.55290, -22.44043, 2.64254], [8.25446, -21.34804, 3.14324], [11.84132, -18.72086, 2.59915], [12.37406, -19.24734, 1.43100], [13.58386, -18.73049, 0.93468], [14.30905, -17.75380, 1.60262], [13.72623, -17.23495, 2.77875], [12.54248, -17.70987, 3.28109], [10.56763, -20.28429, 4.94873], [11.27542, -21.45627, 4.71751], [11.80066, -22.17747, 5.79701], [11.63144, -21.73632, 7.11134], [10.90268, -20.57809, 7.34894], [10.37038, -19.82595, 6.27688], [8.91418, -17.65564, 4.95089], [9.63268, -20.12905, 0.29881], [8.30295, -21.99351, -0.61149], [6.98926, -23.49311, 0.80805], [7.07917, -23.09135, 3.34655], [8.13557, -21.12306, 4.20172], [11.84183, -20.02957, 0.88682], [13.97049, -19.16528, 0.00751], [15.30738, -17.38187, 1.30395], [14.21510, -16.42602, 3.32862], [12.11747, -17.33762, 4.20318], [11.38144, -21.84759, 3.73246], [12.33874, -23.09724, 5.56739], [12.04698, -22.28131, 7.95880], [10.76911, -20.25312, 8.36662], [9.87953, -18.86302, 6.44115], [4.21416, -14.05543, 0.00696], [4.97754, -15.26804, -0.16320], [4.31822, -16.53140, 0.10812], [6.49874, -15.12985, 0.54491], [7.42858, -14.73141, -0.40809], [8.40666, -14.05345, -0.18719], [6.97551, -15.09140, -1.78011], [7.75195, -15.20964, -2.94941], [7.16037, -15.65599, -4.12700], [5.78097, -15.97864, -4.12973], [5.02993, -15.86003, -2.96210], [5.62247, -15.35087, -1.80474], [8.80848, -14.95292, -2.81542], [7.71180, -15.69086, -5.05647], [5.24909, -16.30547, -5.02607], [3.97216, -16.09241, -2.95938], [10.55479, -17.81970, -1.01497], [10.43307, -17.12178, 0.05094], [11.25384, -16.10959, 0.03853], [9.66906, -17.46907, 0.94364], [3.41391, -17.35363, 3.10116], [4.73033, -16.72606, 3.15365], [6.04139, -17.64881, 2.98052], [5.68445, -18.72526, 1.80056], [6.26835, -18.66672, 0.47668], [5.86296, -18.67314, 4.20469], [5.70640, -18.14750, 5.55050], [3.48408, -18.42568, 2.83463], [2.90390, -16.82318, 2.30489], [2.91596, -17.19519, 4.04138], [6.65980, -19.66290, 0.28065], [7.08206, -17.93932, 0.42694], [5.49344, -18.42084, -0.25498], [6.69452, -17.99297, 6.03660], [5.17463, -18.91606, 6.10989], [5.12851, -17.24165, 5.51871]],
  "atomic_forces_ev_per_a": [[1.46, -3.19, -1.45], [0.31, -0.05, 0.57], [-1.48, -0.82, -0.22], [-0.08, 0.15, -0.21], [1.16, -0.75, -1.85], [-0.25, 1.45, 0.02], [0.44, 1.40, 0.67], [-1.71, -1.13, 0.84], [0.56, 0.31, 0.31], [0.04, 1.11, -0.15], [-0.10, -0.25, -0.14], [0.06, 0.26, 0.11], [0.09, 0.00, -0.37], [0.44, 0.00, 0.19], [0.25, 0.14, -0.04], [-0.32, 0.07, 0.18], [-0.04, 0.08, 0.63], [-0.23, -0.98, -0.35], [-0.69, -0.85, -0.35], [0.83, 0.24, -0.12], [0.60, 0.24, 0.00], [-0.53, 0.86, 0.69], [0.76, -1.01, -1.30], [0.39, 0.67, -0.41], [-0.63, -0.05, 1.52], [-0.01, -0.23, 0.04], [0.19, 0.41, 0.32], [0.42, 0.18, -0.81], [-0.45, -0.27, 0.12], [-0.81, 0.30, 0.46], [0.12, 0.47, 0.04], [0.40, -0.73, -0.47], [-0.49, 0.32, 0.83], [1.01, 0.51, -0.03], [-0.61, -0.73, -0.59], [-0.53, 1.56, 0.83], [-0.13, -0.12, 1.44], [-0.02, -0.02, -0.35], [-0.16, 0.00, -0.32], [-0.29, 0.51, -0.71], [0.87, -0.96, -0.41], [-0.29, 0.29, -0.35], [0.19, 0.15, -0.34], [0.01, -0.12, -0.48], [0.23, 0.19, 0.27], [-0.55, -0.28, 0.11], [0.27, -0.12, -0.08], [0.23, 0.29, 0.05], [-0.07, 0.22, 0.30], [-0.88, -0.35, -0.13], [0.12, -0.26, -0.19], [0.11, 0.29, 0.12], [0.17, -0.13, -0.68], [-0.05, 0.18, 0.25], [-0.07, 0.03, -0.30], [-0.07, 0.17, 0.20], [0.04, -0.40, 0.16], [-0.11, -0.17, 0.35], [1.91, -0.31, -0.17], [-0.02, 0.64, 0.42], [-0.74, -0.06, 0.23], [-1.38, 0.41, 0.40], [0.93, -0.20, 0.47], [-0.04, -0.22, -1.16], [0.04, 0.21, 0.99], [-0.90, 0.26, 0.28], [0.29, 0.19, 0.39], [-0.20, 0.60, 0.14], [0.27, -0.93, -0.95], [-0.31, -0.21, -0.49], [0.14, -0.17, 0.09], [0.46, 0.03, 0.16], [0.02, -0.09, -0.05], [-1.32, 0.13, 2.14], [4.35, 0.82, -5.38], [-2.50, -1.14, 2.38], [-1.34, 0.71, 1.80], [0.47, -0.03, -0.88], [0.00, -0.30, 0.07], [-1.04, -0.81, -1.48], [0.57, 1.25, 1.40], [0.07, -0.27, -0.20], [0.24, 0.08, 0.63], [0.79, -0.81, -0.35], [0.00, 0.63, 0.28], [-0.23, -0.10, -0.06], [-0.12, -0.05, 0.44], [0.07, 0.09, 0.04], [-0.07, -0.03, -0.03], [0.19, 0.05, 0.37], [-0.55, 0.04, -0.45], [-0.02, 0.09, -0.05], [-0.19, 0.46, 0.16]],
  "e_homo_ha": [-0.2917, -0.2923],
  "fmax_ev_per_a": 6.967,
  "e_lumo_ev": [-0.72, -0.91],
  "charge": 0,
  "spin_multiplicity": 3,
  "gap_ev": [7.223, 7.043]
}